The following is a DFT calculation (ωB97M-V/def2-TZVPD) of a cluster of 2 separate species, C38H42BN2O4P in total in a non-equilibrium geometry.

Calculated values
* multiplicity: 1
* net charge: +2
* calculated total energy: -61206.4054 eV
* LUMO level: -0.2747 Eh
* HOMO-LUMO gap: 3.1 eV
* molecular weight: 632.55 g/mol

Each line ends with the Mulliken charge.
Geometry (Å):
1 C 3.430 -2.339 -3.172  -0.085
2 C 3.432 -2.196 -1.968  -0.420
3 C 3.757 -2.018 -0.518  -1.005
4 C 2.518 -1.592 0.274  0.596
5 C 1.957 -0.390 0.232  -0.519
6 C 0.714 -0.080 1.062  -0.109
7 O 0.529 0.972 1.636  -0.603
8 C -0.248 -1.267 1.130  0.430
9 C -1.623 -1.084 1.114  -0.046
10 B -2.363 0.319 1.055  0.935
11 O -2.551 1.018 2.232  -0.615
12 C -2.879 0.970 -0.304  -0.548
13 C -1.762 1.022 -1.430  -0.684
14 C -2.407 -2.263 1.161  -0.567
15 O -3.778 -2.052 1.202  -0.614
16 C -1.863 -3.546 1.173  0.191
17 C -2.874 -4.698 1.227  -1.534
18 C -3.958 -4.668 0.141  0.070
19 C -5.289 -4.471 0.569  0.088
20 C -6.378 -4.457 -0.292  -0.677
21 C -6.167 -4.634 -1.671  -0.495
22 C -4.862 -4.822 -2.104  -0.827
23 C -3.760 -4.835 -1.234  0.303
24 C -0.434 -3.739 1.175  1.113
25 P 0.179 -5.471 1.169  -0.425
26 C 2.008 -5.692 1.007  0.109
27 C 2.313 -7.134 0.482  -1.373
28 C -0.468 -6.203 -0.440  -0.477
29 C 0.256 -5.483 -1.659  -0.980
30 C 0.331 -2.565 1.185  0.430
31 C 1.838 -2.565 1.263  -0.467
32 O 2.543 -3.101 2.082  -0.544
33 H 3.561 -2.500 -4.229  0.445
34 H 4.120 -2.959 -0.077  0.313
35 H 4.527 -1.236 -0.408  0.433
36 H 2.390 0.386 -0.418  0.388
37 H -3.092 1.791 2.019  0.285
38 H -3.739 0.430 -0.738  0.242
39 H -3.202 2.020 -0.152  0.341
40 H -2.106 0.515 -2.347  0.314
41 H -1.515 2.059 -1.714  0.244
42 H -0.866 0.486 -1.077  0.044
43 H -4.096 -2.092 0.286  0.302
44 H -3.374 -4.624 2.212  0.455
45 H -2.408 -5.695 1.220  0.490
46 H -5.487 -4.359 1.643  0.315
47 H -7.374 -4.328 0.145  0.379
48 H -7.039 -4.653 -2.329  0.394
49 H -4.694 -4.983 -3.173  0.380
50 H -2.751 -4.973 -1.630  0.434
51 H 2.555 -4.932 0.427  0.103
52 H 2.431 -5.659 2.028  0.520
53 H 1.697 -7.886 1.010  0.353
54 H 3.355 -7.361 0.763  0.432
55 H 2.161 -7.200 -0.603  0.242
56 H -1.534 -6.013 -0.582  0.083
57 H -0.224 -7.270 -0.519  0.679
58 H 0.696 -4.514 -1.373  0.088
59 H -0.489 -5.259 -2.448  0.369
60 H 1.008 -6.133 -2.132  0.325
61 C -0.730 3.850 3.363  -0.755
62 N 0.100 4.654 2.432  0.067
63 C 0.111 4.325 1.133  -0.603
64 C 0.836 5.062 0.223  -0.618
65 C 1.563 6.171 0.648  0.826
66 C 1.547 6.472 2.008  -0.624
67 C 0.811 5.699 2.881  -0.279
68 C 2.312 7.025 -0.305  0.614
69 C 2.033 8.385 -0.409  -0.716
70 C 2.766 9.181 -1.262  -0.094
71 N 3.759 8.660 -1.999  -0.015
72 C 4.039 7.346 -1.940  -0.357
73 C 3.330 6.512 -1.106  -0.584
74 C 4.575 9.532 -2.878  -0.864
75 H -0.415 2.809 3.289  0.344
76 H -1.770 3.963 3.064  0.332
77 H -0.594 4.212 4.378  0.270
78 H -0.479 3.465 0.839  0.571
79 H 0.809 4.775 -0.821  0.529
80 H 2.110 7.309 2.401  0.548
81 H 0.777 5.912 3.940  0.401
82 H 1.239 8.838 0.172  0.509
83 H 2.573 10.241 -1.359  0.401
84 H 4.847 6.986 -2.563  0.488
85 H 3.596 5.463 -1.070  0.532
86 H 4.513 9.147 -3.894  0.377
87 H 5.600 9.509 -2.514  0.378
88 H 4.193 10.548 -2.843  0.278


The following is a DFT calculation (ωB97M-V/def2-TZVPD) of a structure of composition C12H10ClF3O2Pt in a non-equilibrium geometry.

Calculated values
* multiplicity: 5
* calculated total energy: -40616.4364 eV
* LUMO level (alpha / beta): 0.0142 / -0.1032 Eh
* HOMO-LUMO gap (alpha / beta): 6.9 / 5.7 eV
* molecular weight: 473.74 g/mol

Each line ends with the Mulliken charge.
Geometry (Å):
1 C 0.162 1.582 -0.818  -0.502
2 C -1.173 0.978 -0.675  -1.008
3 C -1.118 -0.358 -1.279  -0.783
4 H -2.095 1.519 -0.470  0.699
5 C 0.182 -0.419 -2.013  0.355
6 C 0.932 0.769 -1.599  -0.657
7 H 1.943 0.962 -1.939  0.454
8 H 0.447 2.542 -0.395  0.471
9 H -1.984 -0.932 -1.607  0.573
10 H 0.221 -0.737 -3.050  0.280
11 Pt -1.066 -0.598 0.822  1.040
12 Cl -1.967 0.955 2.174  -0.496
13 C -2.840 -2.764 2.012  -0.742
14 C -2.810 -3.458 0.767  0.002
15 C -3.835 -2.922 -0.059  -0.572
16 H -2.144 -4.273 0.506  0.429
17 C -4.501 -1.895 0.674  -0.303
18 C -3.894 -1.803 1.955  -0.463
19 H -4.174 -1.120 2.747  0.440
20 H -2.228 -2.997 2.879  0.435
21 H -4.083 -3.263 -1.059  0.450
22 H -5.342 -1.303 0.322  0.416
23 F 2.205 -4.317 -1.324  -0.240
24 C 1.645 -3.814 -0.200  0.755
25 F 0.953 -4.792 0.435  -0.228
26 F 2.640 -3.405 0.637  -0.251
27 C 0.731 -2.580 -0.553  0.524
28 O 1.184 -1.796 -1.455  -0.478
29 O -0.303 -2.446 0.167  -0.601


The following is a DFT calculation (ωB97M-V/def2-TZVPD) of a cluster of 2 separate species, C4H6O2 in total.

Calculated values
* multiplicity: 1
* calculated total energy: -8335.8250 eV
* LUMO level: 0.0074 Eh
* HOMO-LUMO gap: 9.0 eV
* energy above the lowest of the compared OMol25 structures with the same formula, charge and spin: 447.3 kJ/mol
* molecular weight: 86.09 g/mol

Each line ends with the Mulliken charge.
Geometry (Å):
1 O -0.402 -1.471 -1.024  -0.319
2 C -1.054 -0.368 -0.763  -0.172
3 C 0.958 1.244 -0.131  -0.702
4 C 1.560 0.272 0.553  -0.376
5 C -1.741 -0.424 0.543  0.218
6 O -2.734 -1.119 0.642  -0.475
7 H -0.037 -1.391 -1.921  0.431
8 H 0.389 2.047 0.333  0.310
9 H 0.960 1.264 -1.214  0.287
10 H 1.479 0.168 1.629  0.271
11 H 2.058 -0.553 0.050  0.234
12 H -1.436 0.330 1.303  0.294


The following is a DFT calculation (ωB97M-V/def2-TZVPD) of the ion C13H25F5N3O2 with charge +1 in a non-equilibrium geometry.

Calculated values
* SMILES: CNC[C@]1(C)[N@@H+](C(F)(F)C(F)F)[C@@H](N)O[C@]1(CCO)C[C@H](C)F
* multiplicity: 1
* net charge: +1
* calculated total energy: -36031.3234 eV
* LUMO level: -0.1038 Eh
* HOMO-LUMO gap: 10.1 eV
* molecular weight: 350.35 g/mol

Each line ends with the Mulliken charge.
Geometry (Å):
1 C -2.019 -1.415 3.023  -0.970
2 N -2.111 -0.354 1.994  -0.075
3 C -1.373 -0.655 0.766  -1.749
4 C -0.105 0.196 0.616  1.712
5 C 0.653 0.298 1.944  -1.651
6 N -0.398 1.556 0.040  0.035
7 C -1.245 2.577 0.738  0.630
8 F -1.072 2.527 2.055  -0.258
9 F -0.797 3.778 0.289  -0.291
10 C -2.781 2.423 0.363  0.381
11 F -3.179 3.579 -0.235  -0.284
12 F -3.490 2.222 1.510  -0.229
13 C 1.018 2.039 -0.428  0.087
14 N 1.717 2.910 0.468  -0.591
15 O 1.712 0.863 -0.642  -0.409
16 C 0.837 -0.310 -0.509  0.650
17 C 1.650 -1.533 -0.163  -1.504
18 C 0.949 -2.885 -0.337  -0.893
19 O 0.966 -3.515 0.943  -0.507
20 C 0.142 -0.471 -1.881  -1.314
21 C 0.998 -1.002 -3.016  0.448
22 C 2.110 -0.092 -3.502  -1.238
23 F 0.089 -1.183 -4.063  -0.383
24 H -1.087 -1.960 2.927  0.305
25 H -2.012 -0.954 4.004  0.349
26 H -2.845 -2.115 2.974  0.355
27 H -3.084 -0.303 1.738  0.346
28 H -2.018 -0.460 -0.093  0.549
29 H -1.126 -1.709 0.718  0.257
30 H 1.717 0.179 1.793  0.476
31 H 0.520 1.246 2.440  0.039
32 H 0.332 -0.493 2.601  0.503
33 H -0.871 1.436 -0.856  0.429
34 H -2.956 1.603 -0.337  0.242
35 H 0.858 2.555 -1.372  0.435
36 H 1.237 3.087 1.339  0.330
37 H 2.582 2.445 0.712  0.341
38 H 2.558 -1.545 -0.756  0.620
39 H 1.995 -1.522 0.862  0.394
40 H 1.476 -3.506 -1.053  0.521
41 H -0.083 -2.799 -0.662  0.369
42 H 0.897 -4.460 0.815  0.350
43 H -0.243 0.481 -2.245  0.538
44 H -0.725 -1.123 -1.814  0.446
45 H 1.400 -1.989 -2.814  0.230
46 H 2.185 -0.182 -4.578  0.469
47 H 3.064 -0.405 -3.088  0.322
48 H 1.956 0.942 -3.226  0.191


The following is a DFT calculation (ωB97M-V/def2-TZVPD) of an isolated molecule of C23H26FN3O2.

Calculated values
* SMILES: O=C(c1ccccc1F)N1CCC[C@H](C(=O)N2CCN(c3ccccc3)CC2)C1
* multiplicity: 1
* calculated total energy: -35556.7071 eV
* LUMO level: 0.0233 Eh
* HOMO-LUMO gap: 8.5 eV
* energy above the lowest of the compared OMol25 structures with the same formula, charge and spin: 31.4 kJ/mol
* molecular weight: 395.48 g/mol

Each line ends with the Mulliken charge.
Geometry (Å):
1 O -4.399 -0.656 -2.375  -0.658
2 C -4.269 -0.174 -1.263  0.567
3 C -5.358 -0.328 -0.240  0.227
4 C -5.718 -1.591 0.211  -0.409
5 C -6.780 -1.754 1.084  -0.759
6 C -7.511 -0.656 1.504  -0.336
7 C -7.182 0.611 1.054  -0.667
8 C -6.113 0.757 0.190  0.673
9 F -5.795 1.996 -0.240  -0.323
10 N -3.188 0.536 -0.884  0.078
11 C -2.838 0.868 0.475  -0.718
12 C -1.856 -0.184 1.027  -0.858
13 C -1.191 -0.940 -0.126  -0.939
14 C -0.800 0.023 -1.258  0.281
15 C 0.184 1.075 -0.745  0.242
16 O -0.180 2.196 -0.435  -0.680
17 N 1.486 0.719 -0.656  0.042
18 C 2.099 -0.559 -0.935  -0.475
19 C 2.780 -1.074 0.348  -1.275
20 N 3.753 -0.137 0.856  0.057
21 C 5.074 -0.174 0.414  0.983
22 C 5.509 -1.022 -0.608  -0.394
23 C 6.843 -1.072 -0.970  -0.808
24 C 7.780 -0.279 -0.335  -0.490
25 C 7.365 0.560 0.686  -0.636
26 C 6.038 0.608 1.060  -0.287
27 C 3.121 1.140 1.120  -0.885
28 C 2.449 1.681 -0.150  -0.950
29 C -2.081 0.694 -1.800  -1.561
30 H -5.157 -2.446 -0.134  0.440
31 H -7.042 -2.742 1.431  0.405
32 H -8.344 -0.783 2.179  0.383
33 H -7.741 1.482 1.358  0.458
34 H -3.728 0.930 1.100  0.385
35 H -2.355 1.847 0.450  0.439
36 H -1.098 0.318 1.631  0.323
37 H -2.378 -0.899 1.667  0.469
38 H -1.892 -1.672 -0.536  0.472
39 H -0.322 -1.486 0.244  0.454
40 H -0.332 -0.534 -2.073  0.942
41 H 2.858 -0.415 -1.714  0.434
42 H 1.373 -1.287 -1.286  0.325
43 H 2.015 -1.198 1.124  0.411
44 H 3.247 -2.043 0.177  0.494
45 H 4.814 -1.652 -1.140  0.248
46 H 7.146 -1.736 -1.767  0.367
47 H 8.819 -0.316 -0.627  0.385
48 H 8.084 1.177 1.205  0.366
49 H 5.751 1.247 1.881  0.411
50 H 2.364 0.996 1.898  0.366
51 H 3.850 1.865 1.474  0.348
52 H 3.212 1.860 -0.916  0.367
53 H 1.916 2.610 0.057  0.463
54 H -2.383 0.247 -2.748  0.471
55 H -1.898 1.764 -1.942  0.330